Entry 1:
Formula: C36H54O27
Source: the OMol25 dataset
Level of theory: ωB97M-V/def2-TZVPD

Output
Kohn-Sham gap	10.10	eV
E_HOMO	-10.32	eV
structure (SMILES)	C[C@H]1COC(=O)O1.C[C@H]1COC(=O)O1.C[C@H]1COC(=O)O1.C[C@H]1COC(=O)O1.C[C@H]1COC(=O)O1.C[C@H]1COC(=O)O1.C[C@H]1COC(=O)O1.C[C@H]1COC(=O)O1.C[C@H]1COC(=O)O1
ΔE to the lowest compared entry with this formula, charge and spin	4.532	eV
total energy	-93488.7179	eV

Cartesian coordinates (Å):
C1 -0.671 -8.600 -3.473
C2 -1.462 -8.991 -2.215
C3 -1.520 -10.490 -2.016
O1 -0.976 -10.654 -0.724
C4 -0.465 -9.554 -0.218
O2 0.015 -9.473 0.890
O3 -0.770 -8.556 -1.073
H1 -0.533 -7.522 -3.390
H2 -1.076 -8.840 -4.456
H3 0.242 -9.194 -3.425
H4 -2.478 -8.600 -2.269
H5 -0.946 -11.038 -2.764
H6 -2.464 -11.025 -2.119
C5 1.871 4.699 -3.325
C6 3.368 4.864 -3.080
C7 3.818 5.707 -1.860
O4 4.041 4.790 -0.820
C8 4.134 3.570 -1.365
O5 4.444 2.604 -0.681
O6 3.932 3.609 -2.675
H7 1.293 5.442 -3.874
H8 1.266 4.592 -2.424
H9 1.725 3.762 -3.862
H10 3.752 5.356 -3.973
H11 3.057 6.482 -1.768
H12 4.741 6.215 -2.139
C9 -1.762 -6.010 6.482
C10 -1.318 -7.145 7.418
C11 0.155 -7.315 7.587
O7 0.278 -7.435 9.019
C12 -0.960 -7.161 9.604
O8 -1.121 -7.171 10.756
O9 -1.853 -6.916 8.678
H13 -1.562 -6.379 5.476
H14 -1.021 -5.213 6.548
H15 -2.751 -5.556 6.537
H16 -1.763 -8.071 7.056
H17 0.719 -6.445 7.252
H18 0.541 -8.209 7.097
C13 -8.490 2.491 3.269
C14 -7.315 2.991 2.401
C15 -7.420 2.618 0.924
O10 -7.545 3.885 0.309
C16 -7.313 4.917 1.177
O11 -7.157 6.120 0.919
O12 -7.218 4.408 2.463
H19 -8.213 2.492 4.323
H20 -8.876 1.499 3.031
H21 -9.313 3.197 3.153
H22 -6.404 2.552 2.809
H23 -8.216 1.915 0.681
H24 -6.440 2.200 0.691
C17 -3.295 -1.443 9.974
C18 -3.172 0.008 9.535
C19 -3.595 0.000 8.060
O13 -4.805 0.786 8.124
C20 -5.121 1.176 9.346
O14 -6.204 1.704 9.653
O15 -4.113 0.829 10.231
H25 -3.179 -1.637 11.040
H26 -2.474 -2.037 9.571
H27 -4.245 -1.907 9.709
H28 -2.121 0.267 9.669
H29 -3.853 -0.987 7.675
H30 -2.829 0.402 7.396
C21 -2.158 8.732 3.608
C22 -1.008 8.722 2.619
C23 -1.056 7.547 1.640
O16 -0.802 8.096 0.340
C24 -0.958 9.362 0.468
O17 -0.932 10.120 -0.546
O18 -1.043 9.810 1.723
H31 -2.172 9.499 4.383
H32 -2.226 7.786 4.144
H33 -3.085 8.996 3.099
H34 -0.022 8.699 3.083
H35 -2.005 7.018 1.557
H36 -0.245 6.842 1.821
C25 7.373 -1.337 -5.427
C26 8.563 -1.628 -6.299
C27 8.290 -2.493 -7.525
O19 8.971 -1.776 -8.557
C28 9.291 -0.547 -8.142
O20 9.873 0.290 -8.786
O21 8.936 -0.379 -6.844
H37 6.585 -0.842 -5.995
H38 7.676 -0.698 -4.596
H39 6.950 -2.258 -5.026
H40 9.427 -2.023 -5.766
H41 7.229 -2.640 -7.731
H42 8.624 -3.520 -7.384
C29 3.072 4.765 -9.016
C30 3.388 3.278 -8.786
C31 2.218 2.261 -8.829
O22 2.579 1.488 -9.951
C32 3.793 1.835 -10.521
O23 4.249 1.295 -11.492
O24 4.247 2.953 -9.888
H43 4.056 5.232 -9.066
H44 2.605 5.269 -8.170
H45 2.609 4.953 -9.984
H46 3.845 3.180 -7.801
H47 1.254 2.745 -8.984
H48 2.173 1.638 -7.935
C33 1.276 -1.745 -1.631
C34 -0.061 -1.755 -1.010
C35 -0.108 -2.460 0.333
O25 -0.480 -1.430 1.227
C36 -0.662 -0.214 0.612
O26 -0.956 0.828 1.197
O27 -0.395 -0.404 -0.702
H49 1.310 -1.098 -2.507
H50 1.518 -2.787 -1.842
H51 2.016 -1.390 -0.914
H52 -0.751 -2.257 -1.688
H53 0.894 -2.800 0.593
H54 -0.759 -3.334 0.349

Atomic partial charges in e from the Mulliken method, atoms 1 to 99:
1 C -1.34
2 C 0.51
3 C -0.50
4 O -0.36
5 C 0.70
6 O -0.55
7 O -0.33
8 H 0.31
9 H 0.37
10 H 0.37
11 H 0.27
12 H 0.24
13 H 0.31
14 C -1.38
15 C 0.46
16 C -0.52
17 O -0.31
18 C 0.60
19 O -0.59
20 O -0.31
21 H 0.41
22 H 0.33
23 H 0.34
24 H 0.31
25 H 0.35
26 H 0.31
27 C -1.39
28 C 0.50
29 C -0.38
30 O -0.35
31 C 0.62
32 O -0.48
33 O -0.35
34 H 0.37
35 H 0.34
36 H 0.33
37 H 0.25
38 H 0.28
39 H 0.27
40 C -1.32
41 C 0.43
42 C -0.33
43 O -0.33
44 C 0.63
45 O -0.56
46 O -0.35
47 H 0.32
48 H 0.36
49 H 0.35
50 H 0.24
51 H 0.30
52 H 0.26
53 C -1.46
54 C 0.54
55 C -0.40
56 O -0.31
57 C 0.64
58 O -0.56
59 O -0.36
60 H 0.35
61 H 0.40
62 H 0.33
63 H 0.30
64 H 0.23
65 H 0.30
66 C -1.38
67 C 0.54
68 C -0.49
69 O -0.28
70 C 0.67
71 O -0.64
72 O -0.33
73 H 0.36
74 H 0.35
75 H 0.34
76 H 0.27
77 H 0.28
78 H 0.29
79 C -1.41
80 C 0.46
81 C -0.42
82 O -0.32
83 C 0.66
84 O -0.55
85 O -0.34
86 H 0.34
87 H 0.35
88 H 0.38
89 H 0.27
90 H 0.27
91 H 0.31
92 C -1.37
93 C 0.47
94 C -0.33
95 O -0.36
96 C 0.66
97 O -0.51
98 O -0.36
99 H 0.36


Entry 2:
Formula: C36H54O27
Source: the OMol25 dataset
Level of theory: ωB97M-V/def2-TZVPD

Output
Kohn-Sham gap (alpha / beta)	9.67 / 2.50	eV
total charge	+1
E_HOMO (alpha / beta)	-12.16 / -12.15	eV
ΔE to the lowest compared entry with this formula, charge and spin	3.309	eV
spin multiplicity	2
expectation value of S²	0.7559
total energy	-93476.7188	eV

Cartesian coordinates (Å):
C1 -2.805 -5.779 -4.325
C2 -2.553 -4.322 -4.301
C3 -3.715 -3.561 -3.807
O1 -3.198 -2.543 -2.980
C4 -1.949 -2.919 -2.729
O2 -1.124 -2.376 -2.053
O3 -1.689 -4.134 -3.269
H1 -1.964 -6.420 -4.589
H2 -3.631 -5.770 -5.036
H3 -3.264 -6.192 -3.426
H4 -2.089 -3.790 -5.132
H5 -4.458 -4.104 -3.222
H6 -4.261 -3.021 -4.581
C5 -0.995 -0.520 0.829
C6 0.012 0.669 0.436
C7 1.219 0.236 -0.334
O4 1.293 0.908 -1.597
C8 0.305 1.752 -1.572
O5 0.130 2.651 -2.382
O6 -0.534 1.491 -0.485
H7 -2.040 -0.226 0.728
H8 -0.836 -1.066 1.759
H9 -0.899 -1.427 0.232
H10 0.228 1.259 1.327
H11 1.234 -0.849 -0.436
H12 2.148 0.381 0.216
C9 -1.190 -3.447 8.507
C10 -0.866 -2.236 7.711
C11 0.462 -2.321 7.146
O7 0.384 -1.572 6.006
C12 -0.937 -1.409 5.605
O8 -1.307 -0.806 4.597
O9 -1.712 -1.987 6.528
H13 -1.476 -4.324 7.925
H14 -2.107 -3.310 9.079
H15 -0.352 -3.813 9.100
H16 -1.053 -1.335 8.296
H17 0.640 -3.348 6.825
H18 1.241 -1.890 7.775
C13 7.633 -2.485 -3.262
C14 7.091 -2.659 -1.877
C15 7.635 -1.733 -0.773
O10 6.359 -1.485 -0.105
C16 5.339 -1.788 -0.831
O11 4.121 -1.759 -0.420
O12 5.697 -2.409 -1.890
H19 8.719 -2.458 -3.352
H20 7.315 -1.478 -3.535
H21 7.177 -3.225 -3.919
H22 7.263 -3.693 -1.578
H23 8.161 -0.844 -1.119
H24 8.290 -2.217 -0.048
C17 3.600 2.615 -3.328
C18 4.940 3.404 -3.519
C19 4.861 4.914 -3.815
O13 6.057 5.411 -3.214
C20 6.462 4.623 -2.345
O14 7.425 4.867 -1.598
O15 5.698 3.450 -2.344
H25 2.971 2.574 -4.217
H26 3.010 3.216 -2.636
H27 3.727 1.622 -2.897
H28 5.425 2.839 -4.315
H29 4.007 5.404 -3.349
H30 4.841 5.226 -4.859
C21 -8.465 0.524 2.341
C22 -7.821 1.194 1.038
C23 -6.846 2.318 1.442
O16 -5.561 1.856 1.060
C24 -5.644 0.554 0.612
O17 -4.646 -0.091 0.377
O18 -6.944 0.196 0.460
H31 -9.452 0.086 2.201
H32 -8.443 1.272 3.134
H33 -7.841 -0.297 2.693
H34 -8.587 1.207 0.263
H35 -6.815 2.522 2.513
H36 -7.106 3.198 0.856
C25 -3.026 5.593 -3.431
C26 -1.456 5.550 -3.352
C27 -0.633 5.742 -4.661
O19 0.211 6.766 -4.253
C28 0.009 7.306 -3.108
O20 0.621 8.129 -2.436
O21 -1.110 6.662 -2.598
H37 -3.387 4.686 -3.917
H38 -3.458 6.527 -3.790
H39 -3.404 5.435 -2.421
H40 -1.286 4.569 -2.909
H41 -1.159 6.159 -5.520
H42 -0.139 4.790 -4.854
C29 0.926 -4.290 -0.735
C30 2.238 -5.196 -0.616
C31 3.322 -4.660 0.248
O22 3.754 -5.786 0.851
C32 2.899 -6.760 0.614
O23 2.967 -7.865 1.123
O24 1.950 -6.425 -0.207
H43 0.468 -4.758 -1.606
H44 1.192 -3.235 -0.807
H45 0.192 -4.318 0.070
H46 2.592 -5.364 -1.633
H47 2.952 -3.995 1.029
H48 4.136 -4.220 -0.329
C33 -1.780 3.471 2.599
C34 -1.979 2.271 3.437
C35 -1.325 2.385 4.785
O25 -2.322 2.168 5.660
C36 -3.541 2.134 5.071
O26 -4.552 1.858 5.726
O27 -3.372 2.138 3.761
H49 -2.186 4.377 3.048
H50 -2.433 3.527 1.729
H51 -0.744 3.498 2.261
H52 -1.760 1.269 3.069
H53 -0.735 3.270 5.027
H54 -0.584 1.590 4.863

Atomic partial charges in e from the Mulliken method, atoms 1 to 99:
1 C -1.49
2 C 0.49
3 C -0.64
4 O -0.29
5 C 0.47
6 O -0.42
7 O -0.21
8 H 0.36
9 H 0.40
10 H 0.34
11 H 0.35
12 H 0.31
13 H 0.30
14 C -0.70
15 C 1.11
16 C -0.05
17 O -0.12
18 C 0.41
19 O -0.50
20 O -0.03
21 H 0.27
22 H 0.29
23 H 0.02
24 H 0.24
25 H -0.34
26 H 0.34
27 C -1.52
28 C 0.56
29 C -0.51
30 O -0.30
31 C 0.61
32 O -0.56
33 O -0.32
34 H 0.39
35 H 0.37
36 H 0.36
37 H 0.26
38 H 0.34
39 H 0.31
40 C -1.43
41 C 0.51
42 C -0.42
43 O -0.33
44 C 0.82
45 O -0.66
46 O -0.31
47 H 0.38
48 H 0.35
49 H 0.34
50 H 0.25
51 H 0.29
52 H 0.28
53 C -1.24
54 C 0.59
55 C -0.51
56 O -0.27
57 C 0.62
58 O -0.60
59 O -0.33
60 H 0.42
61 H 0.25
62 H 0.27
63 H 0.21
64 H 0.30
65 H 0.30
66 C -1.21
67 C 0.31
68 C -0.51
69 O -0.26
70 C 0.60
71 O -0.55
72 O -0.37
73 H 0.33
74 H 0.36
75 H 0.33
76 H 0.37
77 H 0.33
78 H 0.27
79 C -1.51
80 C 1.01
81 C -0.22
82 O -0.35
83 C 0.68
84 O -0.57
85 O -0.38
86 H 0.40
87 H 0.38
88 H 0.34
89 H -0.25
90 H 0.28
91 H 0.24
92 C -0.90
93 C 0.27
94 C 0.31
95 O -0.34
96 C 0.54
97 O -0.61
98 O -0.35
99 H 0.21